A.
# C6H9NO

One molecule with the formula C6H9NO (wB97M-V/def2-TZVPD, OMol25).

Atoms and positions in Å:
C  1.64422  0.08465  -1.88709
C  0.98048  0.20857  -0.56096
C  1.51064  0.79571  0.58611
O  0.51803  0.92211  1.56639
C  -0.47380  0.13182  1.12527
C  -1.57447  -0.20002  2.07358
C  -0.35416  -0.11471  -0.24312
N  -1.30559  -0.68347  -1.08796
H  2.64262  0.51759  -1.85028
H  1.73560  -0.96397  -2.17394
H  1.07644  0.60560  -2.66040
H  2.51025  0.78571  0.98743
H  -2.21777  -0.97044  1.65525
H  -1.15856  -0.54519  3.01851
H  -2.18478  0.68221  2.28124
H  -2.25683  -0.62426  -0.75744
H  -1.09232  -0.63191  -2.07260

As for the SMILES: Cc1coc(C)c1N. For the LUMO energy, the calculation gives 0.0346 Ha. The total charge is 0. The value obtained for the highest occupied orbital energy is -7.17 eV. For the frontier orbital gap, the calculation gives 8.115 eV.

B.
# C6H9NO

C6H9NO as an isolated structure (wB97M-V/def2-TZVPD, OMol25).

Atoms and positions in Å:
C  -0.18646  0.29343  -0.79647
C  -1.62678  0.46210  -0.41898
C  -0.56585  0.91117  0.54114
C  0.16642  -0.11434  1.43154
C  -0.23363  -1.47742  0.89192
C  0.61497  -0.91915  -0.27033
H  1.19678  1.56539  -1.57745
H  -0.30458  1.47746  -2.53727
H  -2.20440  1.30586  -0.83932
H  -2.22501  -0.44227  -0.28897
H  -0.43803  1.99377  0.80376
H  0.36330  0.04810  2.48981
H  -1.30374  -1.68157  0.88386
H  0.27372  -2.33157  1.36895
H  1.17850  -1.51570  -0.95938
N  0.43450  0.96140  -1.90945
O  1.42624  -0.26051  0.71866

For the LUMO energy, the calculation gives 0.0391 Ha. The total charge is 0. The value obtained for the highest occupied orbital energy is -8.76 eV. For the frontier orbital gap, the calculation gives 9.826 eV.

C.
# C6H9NO

C6H9NO as an isolated structure (wB97M-V/def2-TZVPD, OMol25).

Atoms and positions in Å:
C  -0.82959  0.87274  -1.81370
C  -0.28571  -1.89324  -0.22540
C  0.16250  -0.66467  1.55992
C  0.96921  -1.66676  0.76006
C  -0.42646  -0.47904  0.14526
C  0.30581  1.85632  0.07341
N  -0.37525  0.68455  -0.57124
O  -0.72422  1.91183  -2.38504
H  -1.26282  -0.04746  -2.25185
H  -0.09450  -2.21295  -1.23144
H  -0.89794  -2.44074  0.44090
H  -0.57780  -1.14121  2.23151
H  0.59536  0.16801  2.10322
H  1.98948  -1.51062  0.50917
H  0.14193  1.90523  1.15467
H  1.39078  1.92867  -0.05490
H  -0.08080  2.72935  -0.44455

For the LUMO energy, the calculation gives 0.0301 Ha. The total charge is 0. The value obtained for the highest occupied orbital energy is -7.17 eV. For the frontier orbital gap, the calculation gives 7.989 eV.

D.
# C6H9NO

One molecule with the formula C6H9NO (wB97M-V/def2-TZVPD, OMol25).

Atoms and positions in Å:
N  -2.56345  -0.34227  0.61846
C  -1.52527  -0.05326  -0.36906
C  -0.99021  1.31079  -0.17856
C  0.30586  1.32976  -0.25208
C  0.78678  -0.05904  -0.37666
C  2.23034  -0.40128  -0.38844
O  2.85864  0.11242  0.72891
C  -0.34265  -0.86725  -0.34367
H  -2.69278  -1.38015  0.53691
H  -2.33110  -0.08242  1.56913
H  -1.99433  -0.37621  -1.37411
H  -1.58551  2.19015  0.11015
H  1.01038  2.16502  0.12569
H  2.22088  -1.53765  -0.43934
H  2.72898  0.01339  -1.26316
H  2.23059  -0.03921  1.52115
H  -0.34714  -1.98279  -0.22533

As for the SMILES: N[C@H]1C=CC(CO)=C1. For the LUMO energy, the calculation gives 0.0249 Ha. The total charge is 0. The value obtained for the highest occupied orbital energy is -8.63 eV. For the frontier orbital gap, the calculation gives 9.311 eV.

Taking the most stable structure as the zero point, the relative energies in kcal/mol are A 0.0; B 42.7; C 64.9; D 25.0.

A.
# C6H9NO

One molecule with the formula C6H9NO (wB97M-V/def2-TZVPD, OMol25).

Atoms and positions in Å:
C  -4.11772  0.47008  -0.07739
C  -2.78385  -0.11094  -0.09521
C  -1.60774  -0.25817  0.19561
O  -0.37751  -0.73806  0.55426
C  0.87222  -0.25319  0.14619
C  1.84362  -1.25507  0.66805
N  1.21774  0.79985  -0.48070
C  2.64280  0.92888  -0.72359
H  -4.00444  1.40578  -0.74843
H  -4.40473  0.73790  0.89351
H  -4.74802  -0.22248  -0.59701
H  2.49600  -1.63024  -0.08139
H  2.55342  -0.77731  1.30485
H  1.46852  -1.99897  1.24669
H  3.02205  0.04268  -1.37983
H  3.23533  0.87781  0.27624
H  2.69232  1.98145  -1.10185

As for the SMILES: CC#CO/C(C)=N/C. For the LUMO energy, the calculation gives 0.0329 Ha. The total charge is 0. The value obtained for the highest occupied orbital energy is -9.10 eV. For the frontier orbital gap, the calculation gives 9.995 eV.

B.
# C6H9NO

One molecule with the formula C6H9NO (wB97M-V/def2-TZVPD, OMol25).

Atoms and positions in Å:
C  1.06507  -1.29918  -1.99209
C  0.40618  -0.70322  -1.04382
C  0.11478  0.08170  0.02685
C  -0.82927  1.22782  -0.15824
C  0.40731  -0.29449  1.38804
N  1.07746  0.83824  2.09024
C  1.73674  1.56359  1.16720
O  1.66535  2.73709  0.85815
H  0.45968  -1.96654  -2.66585
H  2.12185  -1.09195  -2.19226
H  -1.02463  1.19555  -1.25976
H  -0.52081  2.14709  0.38306
H  -1.82250  0.96146  0.28363
H  -0.58656  -0.40854  1.93559
H  0.86788  -1.25800  1.60175
H  0.38999  1.39174  2.67628
H  2.31474  0.73527  0.58376

As for the SMILES: C=C=C(C)CNC=O. For the LUMO energy, the calculation gives 0.0233 Ha. The total charge is 0. The value obtained for the highest occupied orbital energy is -9.07 eV. For the frontier orbital gap, the calculation gives 9.702 eV.

C.
# C6H9NO

One molecule with the formula C6H9NO (wB97M-V/def2-TZVPD, OMol25).

Atoms and positions in Å:
C  0.49164  1.92405  0.92298
C  -0.28381  1.76952  -0.33548
C  -0.85039  0.66083  -0.78461
C  -1.08701  -0.59423  -0.01484
O  -2.25944  -0.95435  0.08727
C  0.02561  -1.40651  0.48419
C  1.33346  -1.33353  0.18554
N  2.01325  -0.43473  -0.60180
H  0.42642  0.99760  1.48361
H  0.05724  2.69382  1.56811
H  1.53797  2.24198  0.75277
H  -0.42011  2.67794  -0.92656
H  -1.53328  0.75379  -1.64175
H  -0.31299  -2.26808  1.06114
H  2.01724  -2.05915  0.63589
H  1.50763  0.21222  -1.20118
H  2.92562  -0.69302  -0.96415

As for the SMILES: C/C=C\C(=O)/C=C\N. For the LUMO energy, the calculation gives 0.0218 Ha. The total charge is 0. The value obtained for the highest occupied orbital energy is -8.74 eV. For the frontier orbital gap, the calculation gives 9.336 eV.

D.
# C6H9NO

One molecule with the formula C6H9NO (wB97M-V/def2-TZVPD, OMol25).

Atoms and positions in Å:
C  -1.84618  -1.14434  -0.70443
C  -1.02566  -0.53794  0.16776
C  -1.51321  -0.03615  1.49822
N  0.46278  -0.92567  0.17157
C  1.15244  -0.00372  -0.38483
C  2.63585  0.14291  -0.34002
C  0.26010  1.18114  -0.77978
O  0.50217  2.29700  -0.32249
H  -1.46800  -1.57121  -1.62757
H  -2.91217  -1.23004  -0.52341
H  -1.05721  -0.59896  2.31791
H  -1.26509  1.02121  1.62397
H  -2.59782  -0.14238  1.59450
H  2.90143  1.03601  0.23087
H  3.09391  -0.73493  0.12086
H  3.01108  0.25908  -1.36025
H  -0.33443  0.98800  -1.68287

As for the SMILES: C=C(C)/N=C(/C)C=O. For the LUMO energy, the calculation gives -0.0025 Ha. The total charge is 0. The value obtained for the highest occupied orbital energy is -9.09 eV. For the frontier orbital gap, the calculation gives 9.023 eV.

Taking the most stable structure as the zero point, the relative energies in kcal/mol are A 66.6; B 43.2; C 0.0; D 29.3.

A.
# C6H9NO

One molecule with the formula C6H9NO (wB97M-V/def2-TZVPD, OMol25).

Atoms and positions in Å:
O  2.17864  -0.21579  0.29465
C  1.11255  -0.13874  -0.62855
C  0.32545  1.13297  -0.50387
C  -0.45432  1.46000  0.67266
C  -1.11726  0.77713  -0.44416
N  -1.29270  -0.66783  -0.40149
C  -0.71232  -1.52492  0.61089
C  0.05569  -1.24170  -0.57319
H  1.83031  -0.30144  1.17670
H  1.64921  -0.24310  -1.55126
H  0.66141  1.91061  -1.15586
H  -0.37375  0.94485  1.61925
H  -0.57052  2.52772  0.87675
H  -1.82045  1.26923  -1.05938
H  -0.46418  -1.10660  1.62662
H  -1.21219  -2.50453  0.69950
H  0.20443  -2.07785  -1.25927

As for the SMILES: O[C@@H]1[C@@H]2C[C@@H]2N2C[C@H]12. For the LUMO energy, the calculation gives 0.0330 Ha. The total charge is 0. The value obtained for the highest occupied orbital energy is -9.13 eV. For the frontier orbital gap, the calculation gives 10.029 eV.

B.
# C6H9NO

One molecule with the formula C6H9NO (wB97M-V/def2-TZVPD, OMol25).

Atoms and positions in Å:
C  0.94750  -0.66818  0.83492
C  0.55798  -0.37742  -0.60055
N  0.97609  0.41493  1.60331
C  -0.21518  1.23542  -0.56781
C  -0.61745  -1.53982  -0.28115
C  0.31619  2.13006  -1.39506
C  -1.67768  -1.52190  0.51587
O  1.49084  -0.60998  -1.38565
H  1.61318  -1.49934  1.05433
H  1.30737  0.32926  2.55813
H  0.38596  1.17442  0.96907
H  -1.27753  1.29015  -0.33725
H  -0.66398  -2.16989  -1.16380
H  1.34082  2.01476  -1.73349
H  -0.26019  2.92332  -1.85649
H  -2.52219  -2.17542  0.34980
H  -1.70173  -0.95036  1.43584

For the LUMO energy, the calculation gives 0.0070 Ha. The total charge is 0. The value obtained for the highest occupied orbital energy is -7.70 eV. For the frontier orbital gap, the calculation gives 7.893 eV.

C.
# C6H9NO

One molecule with the formula C6H9NO (wB97M-V/def2-TZVPD, OMol25).

Atoms and positions in Å:
C  -2.49434  0.22705  -1.01203
C  -1.17190  0.13068  -1.07415
C  -0.29728  -0.31607  0.02312
C  -0.71749  -1.15994  0.97600
C  1.07701  0.22665  0.02635
C  2.14382  -0.40364  0.87148
N  1.03095  1.87426  -0.14375
O  1.53435  0.89087  -1.06897
H  -3.04380  0.01960  -0.10623
H  -3.07421  0.52969  -1.87010
H  -0.65942  0.38998  -1.99332
H  -1.70903  -1.58100  0.94023
H  -0.09135  -1.47591  1.79326
H  2.05200  -0.04458  1.89706
H  3.12088  -0.09670  0.50148
H  2.08438  -1.48863  0.86084
H  0.21542  2.27768  -0.62128

As for the SMILES: C=CC(=C)[C@]1(C)NO1. For the LUMO energy, the calculation gives 0.0203 Ha. The total charge is 0. The value obtained for the highest occupied orbital energy is -8.99 eV. For the frontier orbital gap, the calculation gives 9.539 eV.

Taking the most stable structure as the zero point, the relative energies in kcal/mol are A 0.0; B 78.5; C 32.6.